A 2-piece molecular cluster, C5H13NO overall in a non-equilibrium geometry. Source: OMol25; level of theory: wB97M-V/def2-TZVPD.

Last column: Löwdin charge in e.
Geometry (Å):
O -0.9806 1.8451 -1.2446  0.022
N 0.5116 1.0808 -2.7587  0.155
C 0.1450 1.9441 -1.7254  -0.586
C 0.4598 -1.1753 1.1080  -0.171
C -0.6599 -1.3080 2.0112  -0.333
C 1.1057 2.9788 -1.3769  -0.022
C -1.3924 -2.6248 1.6424  -0.127
H 0.0010 0.2871 -3.0771  0.096
H 1.0918 -2.0240 1.0562  0.066
H 0.9441 -0.1925 1.3419  0.091
H 1.4594 1.0512 -2.9851  0.062
H 0.0497 -1.1276 0.1124  0.064
H 1.1589 3.0108 -0.2658  0.107
H -0.3548 -1.4840 3.1096  0.124
H -1.3998 -0.4453 1.9510  0.125
H -0.9345 -3.4729 2.1824  0.086
H -1.4626 -2.8632 0.6205  0.049
H 2.0252 3.1129 -1.8801  0.064
H -2.4118 -2.5608 1.6984  0.030
H 0.6443 3.9677 -1.5205  0.099

Computed properties:
Net charge   0
Orbital gap   0.395 hartree
HOMO energy   -0.3641 Eh
SMILES   CC(N)=O.CCC
Lowest unoccupied orbital energy   0.83 eV

A 2-piece molecular cluster, C2H7S3 overall in a non-equilibrium geometry. Source: OMol25; level of theory: wB97M-V/def2-TZVPD.

Last column: Löwdin charge in e.
Geometry (Å):
S 1.2901 0.2426 1.2068  -0.302
S -1.3856 -2.2710 2.1283  0.507
S 1.1247 0.7026 -0.8942  0.068
C -1.6172 -2.2474 0.3025  -0.524
C 1.4910 2.4807 -1.1134  -0.577
H -1.4577 -1.2516 -0.2530  0.031
H 2.1278 2.4624 -2.0022  -0.024
H 0.4692 3.0032 -1.3986  0.039
H -2.7743 -2.3298 0.1467  0.054
H -0.6893 -1.1281 2.1465  -0.274
H -0.6677 -2.5345 -0.0336  -0.020
H 2.0890 2.8710 -0.2357  0.022

Computed properties:
Net charge   -1
Orbital gap   0.221 hartree
HOMO energy   -0.0930 Eh
Lowest unoccupied orbital energy   3.49 eV

C4H13N3O as an isolated structure in a non-equilibrium geometry. Source: OMol25; level of theory: wB97M-V/def2-TZVPD.

Last column: Löwdin charge in e.
Geometry (Å):
O -1.2463 -1.8095 1.0480  -0.081
N -2.0723 0.0861 -2.6473  -0.026
N -1.7553 0.0080 -1.2649  -0.148
N -0.3772 -0.2990 -1.0058  -0.140
C 0.7111 0.6231 -0.5576  -0.219
C 1.8715 0.8436 1.7184  -0.113
C 1.3721 -0.0365 0.6049  -0.252
C -0.2891 -0.8668 1.3685  -0.174
H -1.3546 0.5845 -3.1730  0.066
H 1.2772 1.7542 1.8202  0.074
H 1.3932 0.7615 -1.4041  0.101
H 1.7920 0.3356 2.6925  0.076
H -0.7323 0.0689 1.7146  0.094
H -0.0901 -1.2444 -1.2418  0.124
H 0.3004 -1.3268 2.1560  0.076
H -1.9190 -1.4061 0.4589  0.071
H -2.1434 -0.8559 -3.0152  0.062
H 0.2258 1.5694 -0.2942  0.115
H 2.0467 -0.8442 0.3238  0.111
H 2.9151 1.1236 1.5694  0.074
H -1.9254 0.9308 -0.8711  0.110

Computed properties:
Net charge   0
Orbital gap   0.325 hartree
HOMO energy   -0.2884 Eh
Lowest unoccupied orbital energy   1.00 eV

An isolated ion of composition C3H7O2 and charge -1 in a non-equilibrium geometry. Source: OMol25; level of theory: wB97M-V/def2-TZVPD.

Last column: Löwdin charge in e.
Geometry (Å):
O 0.8144 0.5266 0.1446  -0.278
O -1.5810 1.1784 -0.2208  -0.159
C 1.4875 0.4483 -1.0555  -0.276
C -1.0159 -0.6474 1.2907  -0.083
C -0.8586 0.1827 0.0225  -0.621
H -0.0566 -0.8575 1.7640  0.050
H 2.0919 -0.4666 -1.1716  0.050
H -0.7059 -0.5034 -0.8606  0.094
H 2.1606 1.3087 -1.1779  0.053
H -1.5522 -0.0397 2.0361  0.061
H 0.7829 0.4417 -1.9090  0.061
H -1.5672 -1.5718 1.1374  0.049

Computed properties:
Net charge   -1
Orbital gap   0.284 hartree
HOMO energy   -0.1156 Eh
SMILES   CO[C@@H](C)[O-]
Lowest unoccupied orbital energy   4.59 eV

An isolated ion of composition C6H12N and charge +1 in a non-equilibrium geometry. Source: OMol25; level of theory: wB97M-V/def2-TZVPD.

Last column: Löwdin charge in e.
Geometry (Å):
N -0.6566 -0.5969 -0.0495  -0.110
C -0.7368 -2.0247 0.0806  -0.001
C 0.5570 -0.7080 -2.1717  -0.037
C 0.3996 1.2463 0.7606  -0.021
C -0.4949 0.2667 1.0043  0.000
C -0.3060 0.0026 -1.1984  -0.170
C 0.5307 2.2382 1.8287  -0.024
H 0.0873 -1.5148 -2.6515  0.065
H 0.9723 -0.0008 -2.7947  0.060
H -1.1121 -2.5194 -0.8952  0.143
H 0.1904 -2.4798 0.3898  0.107
H -1.0322 0.1870 2.0423  0.204
H 1.5115 2.6687 1.8786  0.100
H 0.2633 1.8330 2.7301  0.056
H -1.5278 -2.3665 0.7605  0.111
H 1.4009 -1.3223 -1.6200  0.144
H 0.7788 1.1475 -0.2770  0.131
H -0.2512 2.9872 1.6261  0.133
H -0.5742 0.9561 -1.4437  0.108

Computed properties:
Net charge   +1
Orbital gap (spin up / spin down)   0.303 / 0.305 hartree
HOMO energy (spin up / spin down)   -0.4282 / -0.5826 Eh
Expectation value of S²   2.0125
Spin multiplicity   3
Lowest unoccupied orbital energy (spin up / spin down)   -3.41 / -7.56 eV

A 2-piece molecular cluster, C6H10O overall. Source: OMol25; level of theory: wB97M-V/def2-TZVPD.

Last column: Löwdin charge in e.
Geometry (Å):
O -1.2425 -1.1594 3.0030  0.031
C 1.7108 -0.5948 -0.2117  -0.098
C -1.4302 0.6470 1.3404  0.135
C 0.7286 -0.3259 -1.3194  -0.331
C 0.2455 -0.8208 0.0083  -0.126
C -1.6877 -0.1995 2.4192  -0.466
C 0.4343 1.0939 -1.7481  -0.074
H -0.1851 -0.0268 0.6686  0.020
H -0.1639 -1.8148 0.1495  0.122
H 1.1942 1.4638 -2.4449  0.076
H -2.1664 0.6211 0.5300  0.065
H -0.5409 1.1602 -2.2443  0.076
H -2.5368 0.4526 2.8423  0.147
H 0.4150 1.7639 -0.8806  0.078
H 2.1563 0.2648 0.2831  0.111
H 0.7118 -1.0598 -2.1236  0.133
H 2.3570 -1.4655 -0.2718  0.102

Computed properties:
Net charge   0
Orbital gap   0.329 hartree
HOMO energy   -0.3515 Eh
Lowest unoccupied orbital energy   -0.62 eV

The records above yield molar mass values of 103.2, 127.3, 119.2, 75.1, 98.2, 98.1 g mol⁻¹, respectively.
The records above yield energy relative to the best compared isomer or geometry (same formula, charge and spin) values of 27.8, 43.8, 131.8, 49.9, 17.0, 110.1 kcal per mole, respectively.